{"formula": "C3H3LiO3Tl", "method": "ωB97M-V with the def2-TZVPD basis set", "species": ["H", "C", "C", "O", "O", "H", "H", "Tl", "C", "O", "Li"], "xyz": [[0.457, -1.777, -0.608], [0.673, -1.017, 0.195], [-0.681, -0.417, 0.441], [-0.917, 0.782, 0.424], [1.682, -0.164, -0.065], [0.812, -1.676, 1.098], [-1.508, -1.141, 0.625], [1.057, 1.879, -0.032], [4.373, -1.816, -0.510], [5.465, -2.036, -0.290], [7.530, -2.204, -0.296]], "nbo_charge": [0.18, -0.16, 0.44, -0.62, -0.95, 0.18, 0.14, 0.80, 0.70, -0.70, 1.00], "total_charge": 1, "lumo_energy_ev": -5.1, "e_above_lowest_kcal_mol": 74.6, "orbital_gap_ev": 5.44, "fmax_ev_per_a": 2.65, "total_energy_ha": -521.57859}